[1]
14
Properties=species:S:1:pos:R:3 method="wB97M-V/def2-TZVPD" multiplicity=1 mol_weight_g_mol=114.10 e_tot_ha=-419.52558 homo_lumo_gap_ev=9.472 de_lowest_ev=8.540
C 0.90 -0.82 2.75
C -0.31 -0.09 2.47
C -0.08 -0.04 0.30
C -0.14 0.65 -1.96
C -0.36 1.06 -3.26
H 0.66 -1.80 3.55
H 2.08 -0.85 1.93
H -1.70 -0.22 3.13
H 0.37 -0.49 -1.79
H -1.39 1.63 -3.61
H 0.28 0.45 -4.13
O -0.24 0.77 1.36
O 0.60 -1.07 -0.03
O -0.69 0.83 -0.69

---

[2]
85
Properties=species:S:1:pos:R:3 method="wB97M-V/def2-TZVPD" multiplicity=1 mol_weight_g_mol=737.60 e_tot_ha=-2366.97095 homo_lumo_gap_ev=9.464 smiles="CC(=O)OCC[C@](C)(I)OC(=O)OC#N.CC#N.CC#N.CC#N.CC#N.CC#N.CC#N.CC#N.CC#N.CC#N.CC#N"
C 3.57 -0.23 -2.04
C 2.78 -1.15 -1.06
O 2.88 -0.94 0.11
O 2.07 -2.19 -1.61
C 1.03 -2.68 -0.73
C -0.06 -1.64 -0.35
C -1.02 -1.19 -1.51
C -1.53 -2.47 -2.28
I -0.07 0.05 -3.02
O -2.21 -0.59 -0.91
C -1.99 0.60 -0.33
O -1.64 0.75 0.77
O -2.28 1.78 -1.07
C -1.27 2.65 -0.96
N -0.35 3.23 -1.27
H 3.61 0.81 -1.69
H 3.09 -0.33 -3.03
H 4.63 -0.58 -2.10
H 1.54 -2.97 0.22
H 0.65 -3.62 -1.16
H 0.40 -0.79 0.20
H -0.72 -2.14 0.41
H -2.63 -2.35 -2.41
H -1.40 -3.40 -1.69
H -1.09 -2.52 -3.29
C 6.13 2.12 -4.03
C 4.77 1.66 -4.38
N 3.73 1.30 -4.65
H 6.76 1.27 -3.81
H 6.56 2.67 -4.87
H 6.09 2.77 -3.16
C 4.00 -5.02 1.10
C 2.65 -5.52 0.77
N 1.60 -5.91 0.53
H 4.66 -5.86 1.32
H 4.40 -4.47 0.25
H 3.96 -4.37 1.97
C 6.59 1.81 0.06
C 7.30 1.26 -1.11
N 7.85 0.83 -2.01
H 5.77 2.45 -0.27
H 6.19 1.00 0.67
H 7.28 2.40 0.67
C -4.36 -0.78 1.98
C -5.26 -1.78 1.36
N -5.95 -2.54 0.88
H -3.98 -1.16 2.92
H -3.52 -0.58 1.32
H -4.90 0.14 2.16
C 4.11 -4.58 5.86
C 4.89 -4.11 4.70
N 5.50 -3.74 3.81
H 3.43 -3.80 6.19
H 3.52 -5.46 5.58
H 4.78 -4.85 6.67
C -2.75 4.71 -3.00
C -3.48 5.51 -4.00
N -4.04 6.14 -4.77
H -2.29 3.85 -3.48
H -1.98 5.31 -2.54
H -3.45 4.36 -2.23
C -5.65 1.46 -3.10
C -4.54 0.51 -3.27
N -3.67 -0.22 -3.40
H -6.60 0.92 -3.15
H -5.57 1.95 -2.14
H -5.63 2.21 -3.88
C 1.13 -6.51 8.67
C 1.84 -7.06 7.50
N 2.39 -7.49 6.60
H 0.29 -5.91 8.34
H 0.76 -7.33 9.29
H 1.80 -5.89 9.26
C -7.84 3.04 0.61
C -7.03 3.48 -0.54
N -6.41 3.82 -1.44
H -8.48 3.85 0.95
H -8.46 2.19 0.32
H -7.18 2.74 1.43
C -2.60 8.14 -1.11
C -2.65 8.27 0.36
N -2.68 8.38 1.50
H -3.52 7.67 -1.47
H -2.51 9.12 -1.57
H -1.75 7.53 -1.40

---

[3]
15
Properties=species:S:1:pos:R:3 method="wB97M-V/def2-TZVPD" multiplicity=1 mol_weight_g_mol=87.12 e_tot_ha=-287.82504 homo_lumo_gap_ev=10.518 smiles="CCNC(C)=O" de_lowest_ev=0.202
C 0.83 -1.68 -1.03
C -0.39 -0.79 -1.20
N -0.70 -0.02 0.00
C -0.09 1.16 0.32
O 0.65 1.76 -0.44
C -0.41 1.65 1.72
H 0.97 -2.32 -1.91
H 0.73 -2.32 -0.15
H 1.73 -1.07 -0.91
H -0.25 -0.08 -2.02
H -1.28 -1.39 -1.43
H -1.21 -0.48 0.73
H -1.18 1.05 2.23
H -0.74 2.69 1.68
H 0.50 1.61 2.33

---

[4]
82
Properties=species:S:1:pos:R:3 method="wB97M-V/def2-TZVPD" charge=+2 multiplicity=3 mol_weight_g_mol=734.58 e_tot_ha=-2427.05326 homo_lumo_gap_ev="6.493 / 5.571" de_lowest_ev=0.000
W 2.19 0.89 -0.81
C 3.60 2.29 -0.98
C 2.39 2.84 -0.30
C 1.42 3.74 -1.04
C 0.93 3.08 -2.35
C 0.95 1.57 -2.24
C 2.07 0.77 -2.81
C 3.27 1.47 -3.40
C 3.93 2.50 -2.45
C -2.30 -2.24 -0.49
H 4.50 2.22 -0.35
H 2.53 3.07 0.76
H 1.88 4.74 -1.24
H 0.55 3.94 -0.38
H -0.11 3.40 -2.55
H 1.51 3.44 -3.22
H -0.05 1.11 -2.25
H 1.70 -0.11 -3.33
H 3.02 1.94 -4.37
H 4.03 0.72 -3.66
H 5.02 2.40 -2.55
H 3.72 3.54 -2.76
H -1.22 -2.41 -0.33
H -2.65 -2.86 -1.33
H -2.85 -2.58 0.40
P -2.61 -0.51 -0.79
P -0.42 -0.30 2.47
N -2.29 -0.40 -2.52
N -4.25 -0.10 -0.76
N 1.07 -0.26 1.20
N 0.39 0.57 4.05
C -1.50 0.71 -0.03
C -1.31 0.98 1.50
C -1.33 -1.17 -3.19
C -1.48 -0.96 -4.55
C -2.49 0.04 -4.73
C -2.93 0.41 -3.47
C -5.23 -0.84 -1.48
C -6.42 -0.13 -1.44
C -6.19 1.08 -0.70
C -4.86 1.08 -0.30
C 1.39 -1.46 0.48
C 2.75 -1.21 -0.04
C 3.33 -0.20 0.79
C 2.23 0.46 1.43
C 1.45 1.39 4.45
C 1.53 1.43 5.85
C 0.49 0.58 6.34
C -0.18 0.06 5.23
H -1.75 1.68 -0.51
H -0.50 0.42 -0.42
H -0.70 1.90 1.59
H -2.28 1.16 2.00
H -0.65 -1.83 -2.68
H -0.95 -1.48 -5.34
H -2.87 0.40 -5.67
H -3.64 1.17 -3.16
H -4.98 -1.79 -1.93
H -7.36 -0.43 -1.89
H -6.94 1.83 -0.50
H -4.29 1.79 0.29
H 0.65 -1.75 -0.28
H 3.32 -1.95 -0.60
H 4.38 0.07 0.89
H 2.22 1.26 2.13
H 2.10 1.92 3.77
H 2.24 2.01 6.43
H 0.25 0.39 7.38
H -1.02 -0.61 5.19
C 2.13 -2.89 3.18
Si 0.96 -3.05 1.75
C 1.32 -4.51 0.63
C -0.79 -3.26 2.45
H 3.14 -2.66 2.83
H 2.17 -3.88 3.67
H 1.84 -2.14 3.92
H 1.62 -5.35 1.27
H 0.44 -4.80 0.05
H 2.15 -4.28 -0.05
H -0.80 -3.13 3.53
H -1.58 -2.62 2.03
H -1.06 -4.31 2.27